1.
The following is a quantum chemistry calculation of 8 unconnected molecules or ions with the total composition C10H28F5N2O14S3, from the Open Molecules 2025 dataset.

Atoms and positions in Å:
N 0.4815 -0.9019 -0.1350
H 0.1822 -1.1935 0.7845
H -0.1511 -1.3879 -0.7545
H 1.4052 -1.2812 -0.2866
H 0.5416 0.1009 -0.2394
N 3.6519 -2.5979 -0.4079
S 3.8858 -3.8683 0.4448
O 3.7247 -3.7417 1.9076
O 4.7063 -4.9545 -0.0889
F 2.4284 -4.4857 0.0089
S 5.2909 -2.0452 -0.2301
O 6.3483 -2.5773 -1.0507
O 5.6081 -1.6134 1.1271
F 5.1807 -0.6634 -1.0563
C -3.7295 -4.2596 3.6602
F -3.0450 -5.3648 3.3069
F -5.0687 -4.4952 3.7138
F -3.3190 -3.9339 4.8754
S -3.3526 -2.7879 2.4470
O -3.8309 -3.1720 1.1213
O -4.1270 -1.6595 3.0408
O -1.8763 -2.5815 2.5206
C -1.5909 -2.5491 -4.1738
O -2.6768 -2.6099 -4.6141
O -1.5747 -2.5503 -2.9423
O -0.5796 -2.5505 -4.8964
C 1.2809 0.0250 5.0700
C -0.2252 -0.0960 5.4377
O -0.9402 0.7760 4.5741
H 1.9407 -0.3301 5.8617
H 1.6463 1.0420 4.9274
H 1.4520 -0.4842 4.1215
H -0.3772 0.1847 6.4800
H -0.5811 -1.1202 5.3269
H -1.6995 0.2544 4.3038
C 3.0692 2.6074 -4.3962
C 1.7906 1.8648 -4.8355
O 1.6140 0.7630 -3.9770
H 3.1912 3.4267 -5.1047
H 3.9488 1.9699 -4.4857
H 2.8605 2.9344 -3.3776
H 1.9083 1.5790 -5.8808
H 0.9363 2.5408 -4.7991
H 1.1335 0.0913 -4.4664
C 0.5733 4.9880 0.3242
C 0.0775 4.0401 1.4594
O 0.6812 2.7843 1.6346
H 0.0360 5.9318 0.4175
H 0.4019 4.5907 -0.6762
H 1.5604 5.3826 0.5653
H -1.0122 4.0470 1.4352
H 0.3144 4.5056 2.4161
H 0.2225 2.4639 2.4147
C -3.3517 1.8280 -3.2271
C -3.8019 1.2494 -1.9059
O -4.8260 0.2962 -2.0876
H -2.8942 0.9617 -3.7050
H -2.6353 2.6341 -3.0689
H -4.1750 2.2524 -3.8017
H -4.1331 2.0789 -1.2810
H -2.8859 0.8729 -1.4506
H -5.6150 0.7884 -2.3259

Atoms 1-3, force components in eV/Å:
N 0.480 -0.621 0.549
H -0.179 0.156 0.769
H -0.892 -0.209 -1.598

## Properties
Highest occupied orbital energy, eV: 3.60
Total charge: -3
LUMO energy, eV: 5.42
E_tot, Eh: -3254.34814

=====

2.
The following is a quantum chemistry calculation of 5 unconnected molecules or ions with the total composition C10H28IN3O3, from the Open Molecules 2025 dataset.

Atoms and positions in Å:
O 0.2002 0.9617 0.3367
H 0.7400 0.5623 -0.4484
H 0.8647 1.3329 1.0116
H -0.4607 0.2941 0.7092
I 2.1878 2.1478 2.7353
O -1.4891 -0.8401 1.0242
C -2.1847 -1.6116 0.3646
N -1.9703 -2.9384 0.3661
C -3.2411 -1.0694 -0.5631
H -1.3739 -3.3521 1.0662
H -2.4097 -3.5942 -0.2526
H -2.8368 -0.1936 -1.0620
H -4.1286 -0.8454 0.0264
H -3.5515 -1.7543 -1.3565
O -3.2067 1.8364 0.9807
C -2.8457 2.0072 2.1367
N -3.2970 1.2201 3.1573
C -1.8306 3.0632 2.5316
H -3.9602 0.4950 2.9522
H -2.8023 1.1751 4.0291
H -0.8833 2.5628 2.7426
H -2.1896 3.4889 3.4695
H -1.7271 3.7532 1.7060
C 0.0387 -0.7912 -2.8467
C 1.5326 -0.5419 -2.6790
N 1.8689 -0.4278 -1.2466
C 3.0276 0.4485 -1.0236
C 2.7679 1.9228 -1.3502
C 2.0415 -1.7491 -0.6173
C 2.1554 -1.7122 0.9035
H -0.2393 -1.6379 -2.2124
H -0.2697 -1.0397 -3.8607
H -0.5292 0.0663 -2.4834
H 2.1580 -1.3285 -3.1222
H 1.8073 0.3971 -3.1580
H 3.3399 0.4043 0.0196
H 3.8983 0.0803 -1.5902
H 3.1862 2.1853 -2.3262
H 1.7258 2.2390 -1.3576
H 3.3062 2.5446 -0.6355
H 2.9597 -2.1742 -1.0533
H 1.1938 -2.3835 -0.8709
H 3.0629 -1.2438 1.2638
H 2.0836 -2.7420 1.2609
H 1.2798 -1.2179 1.3225

Atoms 1-3, force components in eV/Å:
O -0.173 0.317 -0.578
H 0.106 -0.765 0.420
H 0.014 0.112 0.639

## Properties
Highest occupied orbital energy, eV: -7.23
Total charge: 0
LUMO energy, eV: 0.15
E_tot, Eh: -1085.54597

=====

> Number 1 is which compound?

C10H28F5N2O14S3